# 1
This record from the OMol25 dataset describes a structure of composition C15H5F6N5NiO8S4. The level of theory is ωB97M-V/def2-TZVPD.

Calculated values
lowest unoccupied orbital energy (alpha / beta): 4.3 / 4.3 eV
energy: -5150.82966 hartree
ΔE to the lowest compared entry with this formula, charge and spin: 0.0 kcal per mole
orbital gap (alpha / beta): 6.82 / 6.84 eV
multiplicity: 3
net charge: -2

Element x y z (Å)
Ni1 -0.2760 0.2619 0.5247
F1 -0.5990 -3.6008 1.2685
C1 0.5003 -4.1762 0.8177
F2 0.1392 -5.2987 0.1777
F3 1.2709 -4.5124 1.8459
S1 1.3907 -3.0912 -0.3995
O1 0.3687 -2.2111 -0.9194
O2 2.0167 -4.0139 -1.3028
N1 2.4647 -2.4100 0.5292
S2 2.8983 -0.9113 0.6121
O3 3.6392 -0.6934 1.8125
O4 1.9204 0.0842 0.2107
C2 4.1246 -0.7497 -0.7294
F4 5.1283 -1.6128 -0.5689
F5 3.5578 -0.9781 -1.9128
F6 4.6243 0.4852 -0.7218
O5 -2.2725 3.3538 -3.9390
C3 -2.6591 2.1023 -4.0922
O6 -3.3623 1.7427 -5.0130
C4 -2.1836 1.1270 -3.0746
C5 -2.4684 -0.2219 -3.0997
N2 -1.8659 -0.7734 -2.0316
N3 -1.2247 0.1395 -1.3114
C6 -1.3869 1.2916 -1.9190
C7 -0.7181 2.4588 -1.2613
O7 -0.8037 3.5672 -1.8276
O8 -0.1077 2.1814 -0.2025
H1 -1.6891 3.4784 -3.1078
H2 -3.0451 -0.7962 -3.8026
H3 -1.8262 -1.7361 -1.7373
S3 0.0436 -0.5981 2.6923
C8 -1.5754 -1.0398 3.1542
C9 -1.7712 -2.0358 4.1095
C10 -3.0406 -2.4217 4.5234
C11 -3.1869 -3.5033 5.4625
N4 -3.3011 -4.3618 6.2208
C12 -4.1584 -1.7772 3.9777
C13 -3.9796 -0.7848 3.0264
C14 -2.7092 -0.4039 2.5773
S4 -2.5070 0.8087 1.3643
C15 -5.4963 -2.1339 4.3822
N5 -6.5711 -2.3985 4.6974
H4 -0.9054 -2.5269 4.5346
H5 -4.8471 -0.2902 2.6096


# 2
This record from the OMol25 dataset describes a cluster of 18 separate species, C15H66O18 in total. The level of theory is ωB97M-V/def2-TZVPD.

Calculated values
lowest unoccupied orbital energy: -0.4 eV
energy: -1965.39625 hartree
ΔE to the lowest compared entry with this formula, charge and spin: 0.0 kcal per mole
orbital gap: 8.84 eV
net charge: 0

Element x y z (Å)
O1 -4.4982 -0.6183 2.2384
H1 -3.8835 -1.2946 2.5230
H2 -5.2431 -0.7054 2.8331
O2 -5.1676 0.0966 -0.2835
H3 -4.4502 0.4764 -0.7907
H4 -4.8033 -0.0253 0.5933
O3 -3.0052 -0.3518 -2.4345
H5 -2.1907 -0.4167 -1.9359
H6 -3.4950 -1.1393 -2.1975
O4 -1.5813 2.1661 0.1376
H7 -1.9095 2.8685 -0.4237
H8 -1.1797 1.5429 -0.4678
O5 -0.1889 -0.7224 3.5389
H9 -0.7012 0.0220 3.2233
H10 0.1011 -0.4609 4.4129
O6 -0.3271 -0.9180 -5.0560
H11 -0.4208 -1.7898 -4.6720
H12 0.3551 -0.4973 -4.5327
O7 -2.3308 -4.3542 -1.8131
H13 -2.1242 -4.4513 -0.8835
H14 -3.0108 -3.6810 -1.8387
O8 -2.0655 -4.6624 1.1401
H15 -2.9239 -5.0698 1.0242
H16 -2.2546 -3.8147 1.5426
O9 -2.5416 -2.3797 3.0396
H17 -1.7195 -1.9011 3.1455
H18 -2.6913 -2.7910 3.8909
O10 -4.4347 -2.7436 -1.2664
H19 -5.2312 -2.2294 -1.3986
H20 -4.5575 -3.1614 -0.4140
O11 -0.3857 -3.0946 -3.4431
H21 0.5073 -3.2357 -3.1286
H22 -0.9262 -3.6617 -2.8932
O12 1.6123 -2.8958 2.8595
H23 1.0300 -3.6555 2.8636
H24 1.0801 -2.1835 3.2139
O13 -2.2036 0.9331 2.5942
H25 -3.0519 0.4927 2.5413
H26 -2.1697 1.4833 1.8117
C1 0.6335 3.3475 3.4334
C2 1.9328 2.6612 3.9153
C3 2.9482 2.4276 2.7956
O14 2.5207 3.3599 4.9707
H27 -0.0750 3.3592 4.2616
H28 0.2471 2.8286 2.5562
H29 0.8623 4.3646 3.1152
H30 1.5992 1.6985 4.3025
H31 3.5521 1.5555 3.0466
H32 3.6585 3.2450 2.6716
H33 2.4937 2.1274 1.8515
H34 2.1860 3.0642 5.8205
C4 0.8982 -5.7545 -1.4816
C5 1.6042 -4.4915 -0.9872
C6 2.9786 -4.9153 -0.3757
O15 1.9230 -3.5192 -1.9062
H35 1.3940 -6.4912 -2.1137
H36 -0.0871 -5.5812 -1.9143
H37 0.5897 -6.3193 -0.6018
H38 0.9980 -4.0345 -0.2050
H39 3.5125 -5.5058 -1.1203
H40 2.8203 -5.6629 0.4015
H41 3.7282 -4.1397 -0.2187
H42 2.4014 -2.8192 -1.4560
C7 1.7967 4.4923 0.2504
C8 0.9488 5.8054 0.1673
C9 0.8494 6.6679 1.3979
O16 1.5995 6.6123 -0.8118
H43 2.1657 4.2404 -0.7439
H44 1.2309 3.6535 0.6556
H45 2.6958 4.6155 0.8542
H46 -0.0785 5.6389 -0.1567
H47 0.4694 7.6681 1.1897
H48 1.7813 6.7051 1.9620
H49 0.1840 6.1487 2.0877
H50 2.5131 6.6068 -0.5171
C10 1.1357 -0.1161 0.3947
C11 -0.0097 -0.5705 -0.5358
C12 -1.2898 -1.0816 0.1806
O17 -0.3386 0.4724 -1.3652
H51 1.5594 -0.8927 1.0315
H52 0.6707 0.7286 0.9031
H53 1.9833 0.3411 -0.1158
H54 0.2387 -1.4406 -1.1435
H55 -1.0448 -1.6582 1.0726
H56 -1.8388 -1.8867 -0.3079
H57 -1.9661 -0.3023 0.5318
H58 0.2819 0.5511 -2.0935
C13 1.1009 2.1278 -4.9104
C14 2.0607 1.4413 -3.9078
C15 2.3552 2.1725 -2.5754
O18 1.4981 0.2107 -3.5759
H59 0.2321 2.6383 -4.4950
H60 0.6256 1.5203 -5.6805
H61 1.6978 2.8686 -5.4424
H62 3.0564 1.2884 -4.3242
H63 1.4721 2.3428 -1.9596
H64 2.7364 3.1818 -2.7303
H65 3.0619 1.6090 -1.9662
H66 2.2268 -0.3816 -3.3761


# 3
This record from the OMol25 dataset describes a structure of composition C15H70BNO31. The level of theory is ωB97M-V/def2-TZVPD.

Calculated values
lowest unoccupied orbital energy: -1.4 eV
energy: -3025.34816 hartree
ΔE to the lowest compared entry with this formula, charge and spin: 9.6 kcal per mole
orbital gap: 8.13 eV
net charge: 0

Element x y z (Å)
C1 -2.8860 6.2753 34.4519
C2 -1.9385 7.4453 34.0619
C3 -1.9670 7.7226 32.6412
C4 -0.8823 6.8777 31.7892
N1 -0.4394 7.4181 30.4692
C5 -1.6072 7.4594 29.4891
C6 -1.6894 6.0426 28.8278
C7 -0.3523 5.3193 29.1034
C8 0.4604 6.4661 29.8502
C9 0.0966 8.8325 30.7055
C10 1.2354 8.9744 31.6575
C11 1.8914 10.3559 31.6186
H1 -4.0327 6.5066 34.2703
H2 -2.6349 5.8533 35.5124
H3 -2.6225 5.3415 33.8187
H4 -0.9081 7.1808 34.4741
H5 -2.2940 8.3318 34.8084
H6 -1.6897 8.7869 32.5978
H7 -2.8975 7.9040 32.1822
H8 -1.3116 5.9378 31.6167
H9 -0.0084 6.7775 32.5118
H10 -1.2962 8.2821 28.7341
H11 -2.5282 7.6157 30.0095
H12 -2.0553 6.1485 27.7735
H13 -2.3994 5.6523 29.5318
H14 0.3274 5.1243 28.2959
H15 -0.5449 4.5522 29.6333
H16 0.9834 6.9508 28.9717
H17 1.2786 5.9387 30.3637
H18 -0.6654 9.5485 30.9697
H19 0.2749 9.2516 29.7939
H20 1.9913 8.1345 31.5651
H21 0.8517 9.0537 32.7128
H22 2.7359 10.4784 32.2820
H23 1.3282 11.1339 31.8502
H24 2.5234 10.4517 30.6942
O1 -1.5737 0.2959 32.8064
C12 -1.8096 1.3151 32.2505
O2 -1.9359 1.1928 31.0113
B1 -2.2243 2.6226 30.4931
O3 -2.0004 3.4034 31.7410
C13 -1.9105 2.5742 32.7419
O4 -1.9065 2.9986 33.9137
O5 -3.5040 2.6101 29.8438
C14 -3.3819 2.8625 28.6862
O6 -4.3079 3.2071 27.9367
C15 -2.1015 3.1140 28.4424
O7 -1.2962 2.9928 29.4048
O8 -1.6543 3.3727 27.2376
O9 2.0447 3.2660 29.1557
H25 1.8450 3.3594 28.0978
H26 2.3907 2.3630 29.4021
O10 -1.0264 9.4166 37.3732
H27 -1.1170 8.4969 37.3918
H28 -0.3673 9.7234 36.8285
O11 0.7647 9.9974 35.4689
H29 1.0937 9.0770 35.3262
H30 1.3815 10.6908 35.8108
O12 4.1142 8.0983 29.5812
H31 3.9396 7.1800 29.1864
H32 4.1665 7.8122 30.6579
O13 -4.9350 9.7677 31.1437
H33 -4.1556 9.7770 30.6634
H34 -5.7046 9.8913 30.6051
O14 -1.9755 7.5916 38.5299
H35 -1.9183 6.7749 38.0325
H36 -1.8546 7.3108 39.4094
O15 2.1737 9.6702 27.9714
H37 2.5816 9.2432 27.1474
H38 2.8064 9.2302 28.6574
O16 -1.6360 5.0041 37.7027
H39 -1.6471 4.5470 38.4531
H40 -2.1986 4.5090 37.0417
O17 0.8509 2.9871 31.5250
H41 1.0942 3.2939 30.6350
H42 1.3178 3.8012 31.9794
O18 -6.4631 7.2211 33.2269
H43 -6.1291 8.0482 33.2616
H44 -6.4824 6.9432 34.0554
O19 3.9109 5.1053 29.4493
H45 3.3351 4.2660 29.2841
H46 4.9402 4.6224 29.5393
O20 1.8342 7.6363 35.4431
H47 2.4254 7.0519 35.0170
H48 1.7803 7.0849 36.2466
O21 0.8447 5.3517 25.5564
H49 1.3670 5.6293 24.7645
H50 0.9090 4.3748 25.3765
O22 0.0590 11.2304 27.3042
H51 -0.8181 11.0179 26.9118
H52 0.6101 10.4459 27.5268
O23 -4.7570 7.5619 28.4460
H53 -4.7452 7.5139 29.4585
H54 -5.5583 7.0610 28.3356
O24 -1.8982 12.2815 31.1841
H55 -1.4433 13.2085 30.9941
H56 -1.2930 12.0489 31.9170
O25 -3.2020 10.5501 29.5603
H57 -2.7107 11.0053 30.2838
H58 -2.6687 10.6176 28.8273
O26 -3.1630 3.2974 36.2563
H59 -2.9148 3.4722 35.2851
H60 -3.1588 2.5454 36.6989
O27 3.2530 5.8531 33.7452
H61 3.6645 6.3520 32.9395
H62 4.1045 5.9331 34.3629
O28 -4.5265 6.1290 30.8668
H63 -4.9226 5.4550 30.3887
H64 -5.0901 6.7165 31.6020
O29 -0.8386 11.4754 33.5384
H65 -1.0132 12.4479 33.9155
H66 -0.3003 11.0396 34.2018
O30 -3.1143 8.1511 26.4996
H67 -2.7279 7.3554 26.1094
H68 -3.6251 7.8367 27.2002
O31 1.2073 4.3567 33.2028
H69 0.8480 4.2700 34.0340
H70 1.9027 5.0421 33.3217


# 4
This record from the OMol25 dataset describes a structure of composition C15H7Co2NO8. The level of theory is ωB97M-V/def2-TZVPD.

Calculated values
lowest unoccupied orbital energy: 4.9 eV
energy: -3997.87688 hartree
ΔE to the lowest compared entry with this formula, charge and spin: 0.0 kcal per mole
orbital gap: 5.10 eV
net charge: -2

Element x y z (Å)
N1 -0.9196 -0.3229 0.7280
O1 -0.2457 0.2090 1.6080
O2 -1.3576 0.2156 -0.2861
O3 4.8939 4.2194 -1.0226
C1 3.9416 4.8243 -0.7682
Co1 2.4840 5.6695 -0.3548
C2 2.7650 5.6147 1.3724
O4 3.0705 5.5528 2.4853
C3 2.9126 7.3143 -0.7913
O5 3.2825 8.3815 -1.0392
C4 1.1701 4.5963 -1.5430
C5 1.5629 4.4019 -2.9317
C6 2.2684 5.3854 -3.6601
C7 2.7994 5.0991 -4.9164
C8 2.6565 3.8139 -5.4559
C9 1.8340 2.8802 -4.8115
C10 1.2513 3.1856 -3.5809
C11 0.4473 3.7111 -0.7172
C12 0.2798 2.4150 -0.4230
Co2 0.0099 5.3931 -0.4385
C13 0.0502 7.1228 -0.8570
O6 -0.0760 8.2342 -1.1520
C14 -1.7429 5.1691 -0.6141
O7 -2.8791 5.0094 -0.7580
C15 0.1310 5.5152 1.3373
O8 -0.0135 5.6650 2.4753
H1 2.4478 6.3586 -3.1998
H2 3.3342 5.8888 -5.4482
H3 3.1561 3.5443 -6.3869
H4 1.6271 1.9060 -5.2572
H5 0.5776 2.4790 -3.0929
H6 -0.2073 2.1694 0.5145
H7 0.6808 1.6207 -1.0596


# 5
This record from the OMol25 dataset describes a structure of composition C15H8AsF9N3O4S6Sm. The level of theory is ωB97M-V/def2-TZVPD.

Calculated values
lowest unoccupied orbital energy (alpha / beta): 4.2 / 4.2 eV
energy: -7223.49336 hartree
ΔE to the lowest compared entry with this formula, charge and spin: 0.0 kcal per mole
orbital gap (alpha / beta): 5.56 / 5.56 eV
multiplicity: 6
net charge: -2

Element x y z (Å)
Sm1 9.6028 7.0650 6.9506
C1 9.2024 6.8642 11.7732
C2 9.5075 6.6471 10.4296
N1 8.8829 7.2869 9.4403
C3 7.8988 8.1507 9.7309
C4 7.4723 8.3794 11.0741
C5 8.1733 7.7167 12.0958
C6 6.3847 9.2533 11.3250
C7 5.7821 9.9129 10.2828
C8 6.2177 9.7624 8.9547
C9 5.6990 10.5571 7.8983
C10 6.1033 10.3261 6.6289
C11 6.9562 9.1648 6.3411
N2 7.7424 8.6799 7.4099
C12 7.2853 8.8560 8.6374
H1 9.7833 6.3450 12.5428
H2 10.2931 5.9460 10.1536
H3 7.8919 7.8849 13.1399
H4 6.0590 9.3896 12.3574
H5 4.9346 10.5819 10.4659
H6 5.0015 11.3655 8.1534
H7 5.7511 10.9460 5.7734
H8 7.5605 9.2503 5.4521
S1 5.8375 4.7346 4.4104
As1 7.0929 6.0188 5.5183
S2 8.7156 6.8860 4.3711
S3 7.6142 5.2203 7.4509
S4 5.6637 7.7712 5.8374
F1 13.7271 6.6851 9.8886
C13 13.6179 7.9333 9.3973
F2 14.8662 8.4106 9.2646
F3 12.9978 8.6755 10.3299
S5 12.6714 7.9052 7.7744
O1 11.3428 7.4844 8.2019
O2 13.4546 7.0604 6.9389
N3 12.6875 9.4312 7.3836
S6 11.4552 9.9043 6.5450
O3 11.7639 10.9535 5.6386
O4 10.6230 8.8119 6.0386
C14 10.3879 10.6998 7.8609
F4 11.0307 11.7235 8.4444
F5 9.2239 11.1747 7.3912
F6 10.1053 9.8059 8.8313
F7 11.6900 3.9057 6.0956
C15 10.6857 4.7866 6.2524
F8 10.7156 5.0307 7.6779
F9 11.2972 6.0251 5.7761


# 6
This record from the OMol25 dataset describes a structure of composition C15H8F15N3O5ReS2. The level of theory is ωB97M-V/def2-TZVPD.

Calculated values
lowest unoccupied orbital energy (alpha / beta): -8.7 / -8.8 eV
energy: -3488.92250 hartree
ΔE to the lowest compared entry with this formula, charge and spin: 19.3 kcal per mole
orbital gap (alpha / beta): 7.28 / 7.46 eV
multiplicity: 2
net charge: +2

Element x y z (Å)
Re1 0.3065 0.2037 0.3316
N1 -1.2037 -1.2150 -0.2007
C1 -2.2014 -0.5991 -1.0803
C2 -3.3076 -1.2417 -1.5588
C3 -4.2032 -0.5497 -2.4009
C4 -3.9778 0.7569 -2.7377
C5 -2.8374 1.4351 -2.2455
C6 -2.5349 2.7854 -2.5264
C7 -1.4089 3.3690 -1.9942
C8 -0.5669 2.6138 -1.1858
N2 -0.8206 1.3336 -0.8947
C9 -1.9502 0.7331 -1.4143
H1 -1.6541 -1.5908 0.6372
H2 -0.7630 -2.0138 -0.6622
H3 -3.5048 -2.2751 -1.2989
H4 -5.0756 -1.0661 -2.7758
H5 -4.6691 1.2869 -3.3798
H6 -3.1990 3.3577 -3.1628
H7 -1.1601 4.4012 -2.1926
H8 0.3370 3.0346 -0.7641
F1 -0.6979 -2.1638 2.8936
C10 -1.1162 -1.1106 3.6289
F2 -2.3895 -0.9028 3.3218
F3 -0.9921 -1.3883 4.9054
C11 -0.2639 0.1269 3.2202
O1 -0.6477 0.4484 1.9053
C12 1.2517 -0.2205 3.2230
F4 1.6249 -1.0480 4.1469
F5 1.4872 -0.8635 1.9723
F6 2.0139 0.8490 3.1956
C13 -0.5388 1.3625 4.1347
F7 -1.8339 1.4841 4.3649
F8 -0.1047 2.4599 3.5197
F9 0.1122 1.2051 5.2778
F10 1.2912 0.8474 -3.0032
C14 2.5292 0.3880 -2.8222
F11 3.4067 1.3032 -3.1309
F12 2.6977 -0.7218 -3.4885
S1 2.6854 0.0145 -0.9811
O2 1.5210 -0.9853 -0.7708
O3 2.0139 1.2009 -0.2957
N3 4.0060 -0.3303 -0.4763
S2 5.4177 -1.0122 -1.1577
O4 5.3524 -0.8266 -2.5623
O5 5.6043 -2.2590 -0.5241
C15 6.5956 0.2349 -0.4433
F13 6.5187 0.1947 0.8722
F14 6.2505 1.4349 -0.8840
F15 7.7987 -0.0860 -0.8569